(1)
C50H55Cl3GeN5O5P2RuS | the ωB97M-V functional and the def2-TZVPD basis

Geometry as ORCA input:
```
! wB97M-V def2-TZVPD RIJCOSX def2/J DEFGRID3
* xyz 1 5
Ru 0.0683 -0.8074 0.1465
C 2.9816 -4.3474 4.6877
C 2.5749 -2.8896 4.8734
N 1.3382 -2.5926 4.1657
C 0.1043 -2.8717 4.8648
C -0.4392 -1.6249 5.5600
C 1.3880 -2.1668 2.9072
S -0.1916 -2.0657 2.0669
N 2.5413 -2.0156 2.3528
C 2.9628 -1.3921 1.2518
O 2.3732 -0.4665 0.6740
C 4.2641 -1.8765 0.7427
C 4.9052 -1.1399 -0.2513
C 6.0640 -1.6240 -0.8229
C 6.5752 -2.8490 -0.4215
C 5.9426 -3.5784 0.5739
C 4.7916 -3.0937 1.1669
H 3.9589 -4.5202 5.1269
H 3.0230 -4.5926 3.6320
H 2.2683 -5.0174 5.1577
H 3.3557 -2.2311 4.4937
H 2.4103 -2.6801 5.9308
H 0.3127 -3.6421 5.6084
H -0.6329 -3.2603 4.1567
H 0.2532 -1.2832 6.3272
H -1.3926 -1.8545 6.0283
H -0.5825 -0.8236 4.8381
H 4.4655 -0.2012 -0.5601
H 6.5676 -1.0587 -1.5930
H 7.4676 -3.2358 -0.8909
H 6.3438 -4.5327 0.8778
H 4.2780 -3.6493 1.9368
C -3.1978 -2.0127 -1.2103
N -2.5374 -0.7220 -1.2648
P -2.2572 0.2891 0.4279
C -3.4141 1.6527 -0.0579
C -4.0752 2.3122 0.9793
C -5.0429 3.2619 0.7127
C -5.3830 3.5594 -0.5961
C -4.7696 2.8744 -1.6309
C -3.7936 1.9273 -1.3648
C -3.5236 -0.6265 1.3719
C -3.2548 -1.1993 2.6045
C -4.2446 -1.8875 3.2853
C -5.5169 -1.9836 2.7503
C -5.8046 -1.3645 1.5433
C -4.8159 -0.6921 0.8546
P -1.1680 -0.6957 -2.2603
C -1.8215 -1.4747 -3.7946
C -1.1317 -2.4866 -4.4457
C -1.6565 -3.0446 -5.6005
C -2.8513 -2.5783 -6.1187
C -3.5211 -1.5415 -5.4877
C -3.0156 -0.9910 -4.3258
C -0.9351 1.0211 -2.8492
C -0.8590 2.1073 -1.9826
C -0.5940 3.3715 -2.4695
C -0.3434 3.5571 -3.8208
C -0.3432 2.4695 -4.6771
C -0.6373 1.2067 -4.1963
H -4.2783 -1.8716 -1.2730
H -2.9774 -2.5319 -0.2702
H -2.8800 -2.6552 -2.0338
H -3.8595 2.0640 2.0060
H -5.5524 3.7465 1.5325
H -6.1296 4.3104 -0.8006
H -5.0583 3.0754 -2.6525
H -3.3370 1.3976 -2.1859
H -2.2708 -1.0986 3.0361
H -4.0137 -2.3499 4.2325
H -6.2899 -2.5199 3.2777
H -6.8018 -1.4010 1.1317
H -5.0484 -0.2006 -0.0787
H -0.1963 -2.8508 -4.0472
H -1.1302 -3.8452 -6.0947
H -3.2669 -3.0201 -7.0110
H -4.4401 -1.1569 -5.9023
H -3.5402 -0.1860 -3.8310
H -0.9999 1.9584 -0.9171
H -0.5851 4.2154 -1.7956
H -0.1348 4.5434 -4.2050
H -0.1184 2.5928 -5.7263
H -0.6377 0.3647 -4.8727
O 1.6250 2.1416 3.9349
C 0.7034 3.1118 3.7897
C 0.8172 4.3263 4.4623
C -0.1351 5.3137 4.3067
C -1.2151 5.1086 3.4599
C -1.3555 3.9010 2.8064
C -0.4124 2.8852 2.9677
C -0.5616 1.5901 2.2607
O -1.7807 1.3017 1.9066
O 0.3922 0.8639 2.0170
H 2.3319 2.4476 4.5185
H 1.6695 4.4861 5.1090
H -0.0394 6.2385 4.8561
H -1.9398 5.8944 3.3112
H -2.2003 3.7426 2.1541
C 2.3494 -0.5295 -3.9891
N 2.7654 0.6224 -3.2258
C 3.9012 1.3491 -3.7458
C 3.8093 2.8044 -3.3258
C 3.7080 2.8354 -1.8121
N 2.5852 2.0274 -1.3829
C 2.0061 2.4021 -0.1160
C 2.1792 0.9244 -2.0477
O 1.2314 0.2101 -1.6476
H 2.0793 -0.2245 -5.0012
H 1.4916 -0.9896 -3.5046
H 3.1500 -1.2674 -4.0392
H 3.8912 1.2560 -4.8327
H 4.8362 0.9085 -3.3799
H 2.9101 3.2469 -3.7557
H 4.6809 3.3586 -3.6665
H 3.5508 3.8555 -1.4540
H 4.6339 2.4643 -1.3540
H 1.5509 3.3951 -0.1818
H 2.7651 2.4008 0.6697
H 1.2503 1.6689 0.1581
Cl 2.6215 -3.2221 -2.1018
Ge 0.9692 -3.0249 -0.6760
Cl -0.6703 -4.1049 -1.6792
Cl 1.5690 -4.6259 0.7264
*
```

The expectation value of S² is 6.043. Its total energy is -7221.52312 a.u. The HOMO energy (spin up / spin down) is -0.3746 / -0.3955 Eh. The value obtained for the largest force on an atom is 1.68 eV/A.

(2)
C50H56BIN3O5 | the ωB97M-V functional and the def2-TZVPD basis

Geometry as ORCA input:
```
! wB97M-V def2-TZVPD RIJCOSX def2/J DEFGRID3
* xyz 1 1
C -2.1827 -6.5389 -1.9728
C -0.7349 -6.8228 -2.5625
C 0.1412 -5.4882 -2.5177
C 0.3678 -5.1227 -1.0137
C 1.1470 -3.7474 -0.8036
C 0.2933 -2.6106 -1.4868
C -0.0540 -1.3918 -0.5479
C -1.4105 -0.6893 -0.8615
C -1.5635 -0.2846 -2.3875
N -1.6367 1.1830 -2.6078
C -2.7142 1.5530 -3.5473
C -2.5112 1.0190 -5.0113
C -3.6678 1.5320 -5.9615
I -3.6550 3.6871 -6.2260
C -5.1085 1.1578 -5.3925
C -5.2996 -0.3846 -5.1580
N -1.1628 1.2903 -5.5915
B -0.8043 0.2962 -6.7107
C -0.7088 -1.2793 -6.5143
O -0.5614 0.8172 -7.9915
C -0.0262 1.2385 -4.6137
C -0.3963 1.7544 -3.1697
C 0.8427 1.6771 -2.2038
C 0.7621 2.0469 -0.8119
C 1.8702 2.0147 0.1404
C 3.1314 1.5908 -0.4988
C 3.0675 1.2838 -1.9049
N 2.0170 1.2892 -2.7511
H -2.4304 -5.4426 -2.0432
H -2.1211 -6.7404 -0.8680
H -2.9698 -7.1584 -2.4561
H -0.1694 -7.5869 -1.9821
H -0.8669 -7.0813 -3.6412
H -0.4478 -4.7318 -3.0949
H 1.1138 -5.6140 -3.0656
H 1.0005 -5.9198 -0.5495
H -0.5816 -5.0202 -0.4232
H 2.1161 -3.8354 -1.3657
H 1.3858 -3.5504 0.2673
H 0.9236 -2.1932 -2.3260
H -0.6577 -2.9584 -1.9594
H 0.8230 -0.7016 -0.5038
H -0.1506 -1.8141 0.4946
H -2.2397 -1.3961 -0.5813
H -1.5890 0.2222 -0.2277
H -0.8270 -0.8198 -3.0398
H -2.5753 -0.6891 -2.6826
H -3.6876 1.2279 -3.1131
H -2.7229 2.6792 -3.5820
H -2.6645 -0.0954 -4.9611
H -3.6083 1.0423 -6.9683
H -5.8400 1.5180 -6.1578
H -5.2515 1.7877 -4.4817
H -4.9405 -0.9664 -6.0417
H -4.6941 -0.6569 -4.2496
H -6.3848 -0.5750 -4.9933
H -1.1152 2.2200 -6.0499
H -1.0936 -1.6215 -5.5108
H 0.3336 -1.6818 -6.6144
H -1.3720 -1.7920 -7.2646
H 0.3892 0.6767 -8.1646
H 0.8527 1.8492 -4.9540
H 0.3905 0.2028 -4.4754
H -0.5887 2.8630 -3.2798
H -0.2306 2.3917 -0.4328
H 1.7918 2.3054 1.2047
H 4.0823 1.5441 0.0710
H 4.0456 0.9984 -2.3680
C -0.4256 7.0024 6.9497
C 0.6183 6.1084 6.7278
C 0.4929 5.1182 5.7651
C -0.6826 5.0100 5.0277
C -1.7388 5.8920 5.2674
C -1.6018 6.8946 6.2222
C -3.0169 5.7591 4.5240
O -3.9353 6.5269 4.7277
C -3.1558 4.6627 3.5307
C -4.3659 4.4876 2.8656
C -4.5018 3.4755 1.9270
C -3.4260 2.6389 1.6415
C -2.2204 2.8063 2.3056
C -2.0844 3.8123 3.2588
C -0.7999 3.9595 3.9888
O 0.1383 3.2241 3.7396
H -0.3224 7.7811 7.6960
H 1.5314 6.1865 7.3058
H 1.3097 4.4279 5.5922
H -2.4134 7.5891 6.4022
H -5.2049 5.1379 3.0820
H -5.4468 3.3379 1.4144
H -3.5312 1.8523 0.9025
H -1.3867 2.1496 2.0842
C 6.8846 -3.4328 7.1940
C 7.1096 -4.3286 6.1523
C 6.4490 -4.1694 4.9433
C 5.5508 -3.1201 4.7743
C 5.3071 -2.2359 5.8275
C 5.9853 -2.3893 7.0331
C 4.3157 -1.1407 5.6801
O 4.1052 -0.3680 6.5940
C 3.5784 -1.0112 4.3970
C 2.6042 -0.0255 4.2608
C 1.9205 0.1106 3.0622
C 2.2118 -0.7286 1.9921
C 3.1772 -1.7154 2.1233
C 3.8565 -1.8661 3.3291
C 4.8631 -2.9488 3.4707
O 5.1144 -3.6849 2.5357
H 7.4083 -3.5533 8.1349
H 7.8033 -5.1505 6.2841
H 6.6310 -4.8657 4.1336
H 5.8092 -1.6979 7.8481
H 2.3754 0.6336 5.0898
H 1.1583 0.8757 2.9580
H 1.6832 -0.6144 1.0606
H 3.3980 -2.3701 1.2882
*
```

Its total energy is -2801.71850 a.u. The HOMO energy is -0.4057 Eh. The value obtained for the largest force on an atom is 4.09 eV/A.